2 unconnected molecules or ions with the total composition C7H9N3O4 in a non-equilibrium geometry. Source: the Open Molecules 2025 dataset; level of theory: wB97M-V/def2-TZVPD.

Structure (XYZ):
```
23
Properties=species:S:1:pos:R:3:nbo_charge:R:1
C -0.43 -0.08 -0.34 0.03
H 1.64 -0.17 -1.72 0.51
O 3.77 0.61 1.81 -0.25
C -1.45 0.47 0.39 0.31
O 2.21 -0.89 -1.39 -0.55
H -2.99 -1.40 -0.50 0.19
C 0.06 -1.50 -0.36 0.59
C -3.10 -1.20 0.57 -0.25
O -0.65 -2.44 0.02 -0.61
O -2.21 -0.34 1.18 -0.51
H -4.03 -0.88 0.92 0.18
N 1.35 -1.72 -0.77 -0.32
H 0.71 2.64 -1.78 0.21
N 2.72 0.69 1.21 -0.01
N 0.19 0.80 -1.22 -0.45
C -1.81 1.79 0.32 -0.21
H 2.45 -0.31 1.01 0.26
H -2.96 -2.29 1.04 0.20
C -1.07 2.65 -0.41 -0.22
H -1.46 3.68 -0.57 0.23
H -2.59 2.11 1.03 0.24
H 1.69 -2.67 -0.57 0.40
C -0.06 2.08 -1.22 0.04
```

Orbital gap, eV: 8.9202
Relative energy (zero: lowest compared OMol25 entry of this formula, charge and spin), kcal/mol: 134.4
SMILES string: COc1cccnc1C(=O)NO.N=O
Net charge: 0
HOMO level, eV: -9.112